Record 1
Density functional theory data (ωB97M-V/def2-TZVPD) for 2 unconnected molecules or ions with the total composition C24H34BF3N2O5P.

The geometry in XYZ format:
```
70
Properties=species:S:1:pos:R:3
C -3.0464 -1.7153 1.6642
C -2.5549 -0.5100 2.4631
P -1.8622 0.8196 1.3933
C -2.1239 2.3976 2.2850
C -0.0108 0.4725 1.3316
N 0.0214 -0.9607 0.9787
C -0.2235 -0.9902 -0.4139
O -0.6295 -1.9248 -1.0277
C 0.0761 0.4185 -1.0270
F -1.0744 0.9975 -1.5211
C 0.7602 1.0853 0.1541
C 2.2241 0.5555 0.2430
C 3.2147 1.2079 -0.7494
C 4.4578 0.3509 -1.0430
C 5.0124 -0.2684 0.2460
C 4.3246 -0.7093 -2.1701
C 2.9416 -0.9021 -2.7823
C 2.9250 -2.1139 -3.7075
C 1.7934 -2.8485 -3.8669
C 1.8627 -4.3527 -3.7651
C 0.4750 -2.1707 -4.1187
C 0.8991 2.5968 0.1849
C 0.6855 3.3422 -0.9756
C 0.8146 4.7264 -0.8959
C 1.1800 5.2541 0.3377
C 1.4027 4.4319 1.4298
N 1.2473 3.1046 1.3654
H -2.2176 -2.3576 1.3791
H -3.7081 -2.3104 2.2938
H -3.5929 -1.4391 0.7655
H -1.7971 -0.8474 3.1737
H -3.3934 -0.0885 3.0187
H -3.2015 2.4617 2.4382
H -1.6579 2.4590 3.2694
H -1.8561 3.2379 1.6504
H 0.3516 0.7407 2.3222
H 0.8266 -1.4735 1.3003
H 0.7434 0.3994 -1.8855
H 2.2990 -0.5219 0.1160
H 2.5462 0.7816 1.2575
H 3.5762 2.1069 -0.2450
H 2.7084 1.5554 -1.6468
H 5.2289 1.0487 -1.3742
H 6.0558 -0.5506 0.1348
H 4.9808 0.5039 1.0175
H 4.3987 -1.1019 0.5782
H 4.9923 -0.4174 -2.9832
H 4.6712 -1.6925 -1.8457
H 2.2361 -1.1164 -1.9867
H 2.6157 -0.0118 -3.3298
H 3.8212 -2.3528 -4.2730
H 0.9131 -4.8171 -4.0225
H 2.6683 -4.7287 -4.3993
H 2.0749 -4.5859 -2.7264
H 0.4165 -1.2202 -3.5919
H 0.3467 -1.9985 -5.1842
H -0.3408 -2.7775 -3.7285
H 0.4242 2.8830 -1.9144
H 0.6450 5.3598 -1.7530
H 1.2980 6.3241 0.4510
H 1.7118 4.8416 2.3809
B -8.2039 -1.9536 3.5818
O -7.9391 -0.7139 2.7825
C -6.8406 -0.1411 3.2215
O -6.3468 0.8707 2.7944
C -6.2825 -0.9834 4.3782
O -5.2828 -0.7308 4.9994
O -7.0751 -2.0139 4.5665
F -8.1884 -3.0712 2.7607
F -9.4185 -1.8517 4.2454
```

Results
Largest force on an atom in eV/A: 1.831
Net charge: -1
Energy in hartree: -2086.6855

=====

Record 2
Density functional theory data (ωB97M-V/def2-TZVPD) for a molecular structure, C24H34ClIIrN3O4PSi.

The geometry in XYZ format:
```
70
Properties=species:S:1:pos:R:3
Ir 0.4324 -0.1516 -0.4874
C 1.1573 -3.6624 -1.6696
C 1.4087 -2.4843 -2.5508
C 1.8056 -2.6124 -3.8727
C 1.9918 -1.4756 -4.6515
C 1.7988 -0.2083 -4.1201
C 1.4463 -0.1406 -2.7867
N 1.2668 -1.2541 -2.0394
N 1.0874 0.9517 -1.9613
Si 1.5618 2.6536 -2.3227
C 3.3332 2.6379 -2.8910
C 0.3947 3.3354 -3.5951
C 1.4989 3.6313 -0.7358
H 1.3378 -4.5850 -2.2152
H 0.1263 -3.6691 -1.3092
H 1.8267 -3.6412 -0.8061
H 1.9501 -3.6006 -4.2836
H 2.2757 -1.5766 -5.6910
H 1.8863 0.6790 -4.7257
H 3.4969 2.1393 -3.8432
H 3.9813 2.1705 -2.1459
H 3.6710 3.6699 -3.0119
H 0.4375 2.7758 -4.5317
H 0.6483 4.3730 -3.8234
H -0.6398 3.3175 -3.2455
H 1.9984 3.1054 0.0818
H 0.4961 3.9158 -0.4258
H 2.0495 4.5617 -0.8959
Cl 0.7936 2.9009 5.5964
C 1.0043 1.8472 4.2845
C 1.8999 0.7957 4.3944
C 2.0963 -0.1072 3.3536
I 3.4052 -1.6787 3.5303
C 1.3705 0.0656 2.1473
O 1.4531 -0.7511 1.1592
C 0.4817 1.1867 2.0253
N -0.1387 1.2969 0.8288
C -1.0630 2.2323 0.6645
C -1.3796 3.1327 1.6840
C -0.7157 3.0700 2.8865
C 0.2483 2.0668 3.0804
H 2.4495 0.6780 5.3184
H -1.5456 2.2714 -0.3028
H -2.1387 3.8810 1.5060
H -0.9365 3.7735 3.6779
C 0.0125 -4.9991 1.5726
C 0.1163 -3.4974 1.6276
O -0.9853 -2.9543 0.8503
P -1.2454 -1.4751 0.3726
O -2.2666 -1.6112 -0.7983
C -3.5264 -2.3638 -0.7878
C -3.3234 -3.7382 -1.3721
O -1.9651 -0.7444 1.5784
C -2.2136 -1.2331 2.9308
C -3.4376 -2.1086 3.0224
H 0.8234 -5.4426 2.1509
H 0.0875 -5.3551 0.5455
H -0.9328 -5.3392 1.9936
H 1.0502 -3.1337 1.2061
H 0.0393 -3.1324 2.6536
H -4.2020 -1.7620 -1.3895
H -3.9008 -2.3960 0.2321
H -2.9321 -3.6710 -2.3867
H -4.2836 -4.2532 -1.4148
H -2.6459 -4.3331 -0.7605
H -2.3355 -0.3254 3.5187
H -1.3229 -1.7542 3.2861
H -4.3115 -1.5953 2.6221
H -3.6348 -2.3339 4.0712
H -3.2951 -3.0530 2.4984
```

Results
<S²>: 0.785
Largest force on an atom in eV/A: 0.799
Multiplicity: 2
Net charge: +2
Relative energy (zero: lowest compared OMol25 entry of this formula, charge and spin) in eV: 0.000
Energy in hartree: -2892.8629

=====

Record 3
Density functional theory data (ωB97M-V/def2-TZVPD) for a molecular structure, C24H34FMgN7O3SSe3Te.

The geometry in XYZ format:
```
75
Properties=species:S:1:pos:R:3
Mg -2.5058 -1.9237 0.1252
Se -3.0344 -6.0857 2.1594
Se -1.8732 -4.7242 3.6319
Te -0.7802 -2.8486 2.2681
Se -0.9823 -0.9364 3.8339
N -3.5831 -1.0369 1.8246
C -4.5942 -2.0619 2.1936
C -5.2087 -2.6290 0.9240
N -4.1326 -3.2985 0.1595
H -2.9679 -0.8340 2.6217
H -4.0443 -0.1704 1.5648
H -5.3706 -1.6709 2.8528
H -4.0743 -2.8634 2.7224
H -5.5976 -1.8101 0.3122
H -6.0307 -3.2997 1.1682
H -4.4249 -3.4794 -0.7953
H -3.9068 -4.2051 0.6050
C -1.3313 5.4368 -0.8407
C -0.5456 4.4209 -1.6595
N -0.6467 3.0595 -1.1259
C -1.6388 2.2522 -1.5865
C -1.8348 0.9619 -1.2166
C -3.0569 0.2281 -1.7816
O -3.6582 0.7894 -2.6915
O -3.3556 -0.8747 -1.2028
C -0.8920 0.3715 -0.3143
O -0.8779 -0.8098 0.0219
C 0.1160 1.2651 0.2645
C 0.9575 0.7555 1.2439
C 1.8758 1.5795 1.8220
F 2.7333 1.0783 2.7344
C 1.9601 2.9318 1.4942
C 1.1335 3.4371 0.5115
C 0.2091 2.6022 -0.1325
N 2.8718 3.8189 2.1512
C 4.0658 4.1468 1.3915
C 4.6869 5.4073 1.9580
N 4.9921 5.1689 3.4185
C 3.7386 4.7970 4.1802
C 3.1826 3.5402 3.5473
H -1.2306 6.4334 -1.2740
H -0.9850 5.4691 0.1945
H -2.3897 5.1723 -0.8302
H 0.5070 4.6909 -1.7209
H -0.9235 4.3920 -2.6785
H -2.3271 2.6860 -2.3040
H 0.8656 -0.2789 1.5657
H 1.1853 4.4976 0.2989
H 3.8056 4.3237 0.3513
H 4.8064 3.3290 1.4150
H 3.9792 6.2310 1.9140
H 5.6104 5.6805 1.4533
H 5.4496 5.9771 3.8326
H 5.6396 4.3822 3.4843
H 3.0442 5.6273 4.0825
H 4.0040 4.6489 5.2239
H 2.2803 3.2442 4.0767
H 3.9107 2.7273 3.6687
C 0.9978 -7.8668 -3.2850
C 0.6963 -6.4064 -3.3673
C 1.0857 -5.5874 -4.3809
C 0.7206 -4.2223 -4.2991
N 0.0344 -3.7142 -3.3041
C -0.3710 -4.5302 -2.2837
S -1.2398 -4.1025 -0.9358
N -0.0115 -5.8683 -2.3644
C 1.1211 -3.2669 -5.3833
H 1.5668 -8.1887 -4.1535
H 0.0719 -8.4439 -3.2338
H 1.5733 -8.0840 -2.3829
H 1.6527 -5.9740 -5.2160
H -0.3400 -6.4354 -1.5922
H 1.6708 -3.7606 -6.1829
H 1.7364 -2.4750 -4.9550
H 0.2285 -2.7937 -5.7929
```

Results
Largest force on an atom in eV/A: 1.526
Relative energy (zero: lowest compared OMol25 entry of this formula, charge and spin) in eV: 1.116
Energy in hartree: -9714.5398